(1)
The following is a quantum chemistry calculation of the molecule C25H30N4O5, from OMol25.

Element x y z (Å)
C -6.7577 -0.9061 0.2499
O -5.4238 -0.4923 0.4114
C -4.6981 -1.2047 1.4032
C -4.1294 -2.5333 0.8856
H -4.8766 -3.0300 0.2629
H -3.9085 -3.1862 1.7298
C -2.8505 -2.3194 0.0807
N -3.0471 -1.2768 -0.9075
C -2.0399 -0.5134 -1.3490
O -0.8590 -0.7831 -1.1729
C -2.4865 0.7445 -2.0721
H -1.7276 1.0371 -2.7992
H -3.4379 0.5888 -2.5787
C -2.6364 1.8638 -1.0299
N -1.3553 2.0956 -0.3802
C -1.0468 1.2839 0.6904
O -1.8843 0.5673 1.2066
N 0.2447 1.3290 1.1545
C 1.1639 2.2590 0.7071
C 2.4307 2.3868 1.2832
C 3.3107 3.3411 0.8146
C 2.9640 4.1851 -0.2342
C 1.7199 4.0675 -0.8109
C 0.8137 3.1144 -0.3451
C -0.4924 2.9984 -0.9867
O -0.8392 3.6314 -1.9616
H 1.4083 4.6989 -1.6288
H 3.6648 4.9232 -0.5915
H 4.2844 3.4255 1.2728
H 2.7361 1.7456 2.0922
C 0.6188 0.3534 2.1583
H 0.9225 0.8450 3.0870
H -0.2717 -0.2483 2.3625
C 1.7608 -0.5730 1.7021
O 2.6924 -0.8126 2.4436
N 1.6084 -1.0668 0.4627
C 2.5226 -1.9651 -0.1484
C 3.8502 -1.5953 -0.3661
C 4.7039 -2.5147 -0.9635
C 4.2527 -3.7607 -1.3515
C 2.9289 -4.1066 -1.1485
C 2.0514 -3.2202 -0.5449
C 0.6203 -3.5923 -0.3093
H -0.0359 -2.9000 -0.8347
H 0.3849 -3.5416 0.7538
H 0.4236 -4.6013 -0.6624
H 2.5721 -5.0795 -1.4545
H 4.9300 -4.4619 -1.8161
H 5.7354 -2.2404 -1.1306
C 4.3564 -0.2412 0.0180
H 4.4599 -0.1809 1.1011
H 5.3256 -0.0523 -0.4364
H 3.6600 0.5354 -0.2965
H 0.7288 -0.9372 -0.0306
H -3.3667 1.5864 -0.2672
H -2.9264 2.7953 -1.5189
H -3.9820 -0.8890 -0.9332
H -2.5522 -3.2501 -0.4156
H -2.0371 -2.0092 0.7445
H -5.3424 -1.3786 2.2738
H -3.8765 -0.5446 1.6919
H -7.3154 -0.8081 1.1882
H -7.1962 -0.2492 -0.4993
H -6.8313 -1.9437 -0.0952

The value obtained for the HOMO-LUMO gap is 8.87 eV. Its net charge is 0. For the total energy, the calculation gives -42613.165 eV. The multiplicity is 1. The calculation puts the energy above the lowest of the compared OMol25 structures with the same formula, charge and spin at 19.2 kJ/mol.


(2)
The following is a quantum chemistry calculation of a cluster of 2 separate species, C11H22N3 in total in a non-equilibrium geometry, from OMol25.

Element x y z (Å)
C -2.1555 -1.8257 -1.4718
C -0.7291 -1.8484 -1.1479
C -1.1738 -0.3943 0.6945
C -2.5089 -0.0898 0.0042
C -1.4236 -1.4410 1.7507
C -0.4330 0.7761 1.2347
C -2.4510 1.2404 -0.8146
C -3.7755 -0.0709 1.0228
C 4.9008 1.5977 -1.4319
C 4.3621 0.8968 -0.1703
C 2.9116 0.6627 -0.2742
N -0.2480 -1.1117 -0.2515
N -3.0037 -0.9883 -0.9810
N 2.3188 -0.5051 -0.0107
H -2.7002 -2.5294 -2.1612
H -2.1224 -1.2326 2.5909
H -0.4785 -1.8937 2.0795
H -2.1666 -2.2665 1.4447
H 0.5059 0.4130 1.6295
H -1.0545 1.3419 1.9597
H -0.1993 1.2484 0.2785
H -2.5061 2.0389 -0.0879
H -3.3054 1.3186 -1.4053
H -1.4765 1.4028 -1.2822
H -3.9552 -1.1316 1.2453
H -4.5792 0.4710 0.5319
H -3.4708 0.5562 1.9226
H 4.9167 2.7408 -1.4709
H 6.0008 1.2811 -1.4636
H 4.4646 1.1304 -2.3127
H 4.7737 1.4802 0.7250
H 4.9132 -0.1566 -0.1273
H -0.1608 -2.4057 -1.7952
H 2.3024 1.4470 -0.6555
H 0.7653 -0.8520 -0.1181
H 2.9417 -1.3008 0.3192

The value obtained for the HOMO-LUMO gap is 9.13 eV. Its net charge is +1. For the total energy, the calculation gives -16225.315 eV. The multiplicity is 1. The calculation puts the energy above the lowest of the compared OMol25 structures with the same formula, charge and spin at 97.6 kJ/mol.


(3)
The following is a quantum chemistry calculation of a structure of composition C55H47IrN3P2S2Si in a non-equilibrium geometry, from OMol25.

Element x y z (Å)
Ir -0.3754 -0.0798 -0.2332
C -1.2098 -0.5407 -3.5359
P 0.4157 -0.4228 -2.6518
C 1.1960 1.1908 -2.9138
C 2.4438 1.3475 -2.3012
C 3.0782 2.5718 -2.3098
C 2.4606 3.6678 -2.8947
C 1.2083 3.5293 -3.4695
C 0.5689 2.3011 -3.4687
C 1.4744 -1.6944 -3.3710
C 2.7623 -1.4364 -3.8383
C 3.6076 -2.4845 -4.1506
C 3.1833 -3.7962 -4.0100
C 1.8933 -4.0589 -3.5687
C 1.0470 -3.0198 -3.2379
C -2.3211 -0.6251 -2.5403
C -3.6964 -0.6127 -2.7832
C -4.3222 -0.7511 -1.5451
C -3.3087 -0.8527 -0.5918
C -3.4510 -1.0941 0.8750
P -1.8650 -0.7341 1.7700
C -2.1050 0.7023 2.8559
C -3.3325 1.2507 3.1952
C -3.3810 2.3397 4.0477
C -2.2155 2.8717 4.5728
C -0.9858 2.3239 4.2425
C -0.9336 1.2483 3.3794
C -1.6442 -2.0426 3.0150
C -0.3499 -2.2792 3.4748
C -0.1139 -3.2592 4.4202
C -1.1661 -4.0207 4.9008
C -2.4539 -3.7823 4.4511
C -2.6995 -2.7912 3.5196
N -2.0972 -0.7774 -1.2084
H -1.2052 -1.4389 -4.1671
H -1.3521 0.3226 -4.1937
H 2.9152 0.5020 -1.8147
H 4.0528 2.6757 -1.8562
H 2.9498 4.6295 -2.8844
H 0.7276 4.3846 -3.9225
H -0.4215 2.2174 -3.8896
H 3.0885 -0.4171 -3.9775
H 4.6077 -2.2749 -4.5002
H 3.8511 -4.6103 -4.2528
H 1.5587 -5.0816 -3.4740
H 0.0504 -3.2354 -2.8729
H -4.1710 -0.5160 -3.7401
H -5.3769 -0.7909 -1.3545
H -3.6898 -2.1522 1.0353
H -4.2791 -0.4942 1.2588
H -4.2506 0.8338 2.8106
H -4.3355 2.7743 4.3035
H -2.2610 3.7211 5.2351
H -0.0759 2.7380 4.6542
H 0.0203 0.8249 3.0967
H 0.4751 -1.6968 3.0862
H 0.8881 -3.4372 4.7825
H -0.9775 -4.7985 5.6233
H -3.2725 -4.3688 4.8344
H -3.7095 -2.5910 3.1987
S 4.5522 4.5652 1.9535
C 3.8966 6.1337 2.1594
C 2.5428 6.1500 1.9811
C 2.0144 4.8934 1.6613
C 2.9737 3.8979 1.6098
C 2.8034 2.5025 1.3467
C 1.5669 2.0225 0.9079
N 1.3142 0.7514 0.6454
C 2.3157 -0.1837 0.8485
C 3.6092 0.2185 1.2990
C 4.5815 -0.8163 1.4979
C 4.2942 -2.1181 1.2751
C 3.0036 -2.5421 0.8127
C 2.6401 -3.8529 0.5753
C 1.3225 -4.1623 0.1439
C 0.4387 -3.0863 -0.0265
N 0.7604 -1.8308 0.1657
C 2.0259 -1.5213 0.6030
C 0.8631 -5.4940 -0.1056
C 1.4814 -6.7035 0.1421
C 0.7063 -7.8135 -0.2234
C -0.5002 -7.4703 -0.7561
S -0.7184 -5.7712 -0.8181
C 3.8514 1.5569 1.5225
H 4.5460 6.9485 2.4114
H 1.9429 7.0372 2.0729
H 0.9683 4.7189 1.4806
H 0.7378 2.7013 0.7631
H 5.5600 -0.5187 1.8444
H 5.0424 -2.8791 1.4396
H 3.3569 -4.6453 0.7183
H -0.5874 -3.2726 -0.3197
H 2.4542 -6.7944 0.5899
H 1.0209 -8.8329 -0.0932
H -1.2736 -8.1123 -1.1255
H 4.8256 1.8927 1.8456
C -2.1077 5.5643 -1.6935
Si -3.0698 3.9419 -1.3835
C -4.4363 4.1127 -0.0621
C -3.7580 3.2238 -3.0143
C -1.8969 2.6544 -0.7228
C -1.2294 1.6898 -0.3943
H -2.7748 6.4224 -1.7110
H -1.5820 5.5351 -2.6444
H -1.3675 5.7409 -0.9180
H -5.1242 4.9190 -0.2971
H -4.0109 4.3123 0.9168
H -5.0128 3.1955 0.0104
H -4.4252 3.9157 -3.5194
H -4.3058 2.3046 -2.8280
H -2.9509 2.9889 -3.7021

The value obtained for the HOMO-LUMO gap is 5.48 eV. Its net charge is +1. For the total energy, the calculation gives -113230.810 eV. The multiplicity is 1.


Asked for LUMO across the records above, the calculation gives 0.349 -4.517 -3.643 eV in order.
Asked for HOMO energy across the records above, the calculation gives -0.3133 -0.5014 -0.3352 Eh in order.